(1)
{
  "formula": "C23H33BCa3F19N6O15S5",
  "method": "ωB97M-V/def2-TZVPD",
  "species": ["C", "C", "F", "F", "H", "H", "H", "Ca", "O", "F", "F", "C", "F", "O", "C", "S", "C", "O", "Ca", "H", "F", "C", "C", "F", "H", "H", "F", "H", "H", "H", "S", "F", "H", "C", "C", "H", "B", "H", "O", "O", "H", "F", "F", "F", "H", "H", "O", "H", "N", "N", "F", "O", "H", "H", "C", "C", "O", "C", "O", "H", "N", "C", "F", "O", "H", "O", "H", "C", "O", "N", "S", "C", "C", "H", "H", "O", "F", "H", "H", "H", "H", "H", "C", "F", "N", "F", "H", "H", "C", "Ca", "S", "H", "N", "F", "C", "H", "C", "F", "O", "O", "H", "C", "C", "S", "C"],
  "coordinates": [[1.77908, 4.17156, -2.84579], [-2.77818, 1.85500, 2.64627], [2.23881, -1.43520, -1.13977], [2.98280, 4.14777, -3.42584], [2.23011, 1.84781, 2.01258], [7.43281, 0.92287, 1.83621], [-2.64856, -3.70195, 5.60756], [1.84623, 0.65463, -5.44430], [1.91510, -1.65048, -5.60605], [1.84671, 0.68416, -0.54003], [-3.31167, 3.95572, 0.64898], [-4.21605, -3.07371, 2.85527], [-4.89571, -0.26567, 0.26072], [1.87199, -3.94508, -6.48395], [-0.32781, 1.99592, 2.54925], [0.19627, -0.23011, -2.28054], [7.03542, 1.21002, -0.92607], [-2.15312, 1.15040, -4.69229], [-2.53449, 2.19443, -2.81244], [-0.33489, -3.66441, 2.69201], [-3.04681, -1.35874, 0.32227], [-4.24260, -1.27403, -0.30332], [2.79528, -3.63877, -4.07543], [1.73334, 3.20247, -1.91922], [-2.32490, -0.04889, 3.55489], [0.65347, 4.81660, 3.66246], [-4.00017, -0.45560, -6.62653], [-5.89584, -1.83139, 4.54925], [-2.65674, -3.62782, 1.40575], [3.72555, -1.00975, 1.45471], [0.42049, 3.92538, -4.09333], [-4.85109, -2.43444, -0.09795], [-4.00929, 0.41044, 3.66343], [2.05156, 2.76800, 2.56588], [0.02311, 3.99584, 3.36368], [7.67320, 1.95929, -0.45284], [-3.02583, 3.47544, -0.61324], [-2.84664, 1.38586, 1.67576], [1.11839, 0.26527, -3.28935], [0.77930, 2.60652, -4.64430], [4.54114, 0.15508, -1.04683], [-2.36864, -0.40828, -8.06433], [0.68460, -0.97959, 0.23574], [-3.19560, 1.42632, -7.23066], [7.14597, -0.77712, -1.65555], [-5.92018, -3.46105, 5.19154], [-3.30797, -1.96663, -2.68603], [2.35271, 3.57403, 1.89923], [-1.49844, 2.55820, 2.79995], [-4.22409, -3.10949, 4.22230], [-3.84361, 2.37192, -0.98128], [-0.34374, -1.53865, -2.60578], [-2.08925, 4.41881, 3.76628], [5.89781, -1.56618, 3.51291], [-0.82998, -4.04699, 3.57693], [7.82440, 0.07789, -1.56571], [0.45241, 5.04255, -4.97532], [-4.80653, -2.12968, 6.45758], [-3.75324, 0.40895, -2.40722], [8.08186, 0.29530, -2.59898], [6.14430, 0.73683, 0.15046], [1.34504, -0.50629, -0.84180], [-3.09773, 4.39797, -1.64567], [-2.06290, -1.16742, -4.85037], [-0.38449, -3.77664, 4.52780], [-5.58997, -1.15916, -2.48276], [-0.79409, -5.13807, 3.51930], [-3.01420, -3.50345, 4.61491], [-0.81277, 3.81507, -3.32293], [0.62857, 2.87801, 2.85187], [-4.22280, -0.94472, -2.14178], [-2.99302, -3.45421, 2.40947], [5.60996, -0.52437, 3.45249], [-0.21671, 1.09800, 1.96477], [-3.93423, -1.47848, 6.31064], [-0.35913, 0.04254, -6.02579], [-1.67001, 3.05894, -0.65570], [-5.04858, -2.69122, 2.28946], [-2.98615, 1.18401, 4.76535], [6.42007, 1.79963, -1.60559], [8.68458, -0.20546, -0.96819], [4.63888, -0.30899, 3.89750], [6.46691, 0.65966, 1.43445], [2.11244, -3.75574, -2.91588], [5.55420, -0.08760, 2.04662], [3.40909, -4.75444, -4.34897], [-4.51642, -3.01568, 7.01315], [-3.53985, 2.58413, 2.90771], [4.92544, 0.12789, -0.04275], [-1.62260, -3.02959, -3.73045], [-1.72471, 0.05924, -5.55424], [6.26129, 0.18326, 3.96160], [-2.24853, -3.67820, 3.54379], [3.71039, -2.66428, -3.88235], [-2.98857, 0.79925, 3.74651], [2.59983, 2.79603, 3.50352], [-2.88317, 0.16103, -7.00153], [1.63479, 5.35626, -2.27242], [-0.79637, 0.74200, -1.90101], [0.26913, -3.24346, -4.77972], [-5.48226, -1.44819, 6.96479], [4.55247, -0.39303, 1.15210], [-5.30253, -2.56307, 5.08850], [1.58818, -3.06193, -5.40460], [-1.31205, 3.77320, 3.39861]],
  "mulliken_charge": [0.5039, -0.2740, -0.1353, -0.2397, 0.1416, 0.4575, 0.4278, 1.5422, -0.6750, 0.0229, -0.2672, -0.6667, -0.2003, -0.5572, -0.3289, -0.0010, -0.7080, -0.9028, 2.1016, 0.2529, -0.0146, 0.4208, 0.5908, -0.1163, 0.2574, 0.5217, -0.1802, 0.4536, 0.6358, 0.7661, 0.7527, -0.2391, 0.4642, -0.7933, -0.5841, 0.4016, 0.2730, -0.1554, 0.1399, -0.4924, 0.8133, -0.1706, -0.1117, -0.1925, 0.3034, 0.3707, -0.5757, 0.4046, 0.4483, 0.1720, -0.3324, 0.1499, 0.4857, 0.3206, -0.8525, -0.9513, -0.5460, -1.2648, -0.6528, 0.3618, 0.1667, -0.3959, -0.2689, -0.5990, 0.3281, -0.6168, 0.3922, -0.2519, -0.7611, 0.1775, 0.7680, -0.5734, -0.8834, 0.5346, 0.3466, -0.6386, -0.2303, 0.6414, 0.4203, 0.3942, 0.3289, 0.3561, -0.0873, -0.2241, 0.1318, -0.1963, 0.3831, 0.4188, -0.6754, 1.6246, 1.1321, 0.3683, 0.1601, -0.2503, -1.2443, 0.3789, 0.4015, -0.1960, 0.5359, -0.7012, 0.3526, -0.8947, -0.3713, 0.8924, -0.3515],
  "total_charge": 3,
  "homo_energy_ev": -15.86,
  "gap_ev": 9.211,
  "lumo_energy_ev": -6.7,
  "total_energy_ha": -8299.36119
}

***

(2)
{
  "formula": "C23H33CdN3O6",
  "method": "ωB97M-V/def2-TZVPD",
  "species": ["H", "H", "H", "C", "H", "H", "C", "O", "C", "H", "Cd", "C", "C", "O", "H", "H", "H", "C", "N", "C", "O", "C", "C", "C", "C", "C", "C", "H", "H", "C", "H", "H", "C", "H", "H", "H", "H", "C", "H", "O", "N", "H", "H", "C", "H", "H", "H", "H", "H", "C", "C", "H", "N", "O", "H", "C", "C", "O", "C", "C", "H", "H", "H", "H", "H", "H"],
  "coordinates": [[1.20564, 6.06793, -0.64597], [-2.24790, -2.57710, 1.19121], [-3.33537, 0.61085, 3.07891], [-0.31535, 3.38885, 0.73373], [0.56720, -3.62473, 1.99506], [5.15208, -1.07354, -3.70430], [2.41993, -2.78771, -2.66207], [-0.26090, -2.16688, 0.77631], [3.64572, -2.53724, -3.26332], [-1.07022, -3.36701, -1.53067], [-0.23337, 0.15051, 0.10718], [1.95224, -2.02883, 1.60003], [2.29278, -0.48020, -2.02445], [-1.96514, 1.20701, -1.37564], [-1.05028, 0.51553, -3.02947], [0.78629, -1.92710, -1.55824], [-1.16854, 0.21769, 4.35366], [-0.02222, 4.72380, 0.49602], [1.94687, 1.68787, -1.49592], [1.60389, 4.00616, -1.09540], [-1.64299, -1.40834, -1.23431], [-2.44230, -0.96898, -2.33025], [-1.21304, 0.72605, 3.38578], [1.16434, 0.39188, 3.32076], [-2.41741, 0.25054, 2.60670], [-2.04930, 0.47005, -2.59323], [1.23510, 2.70754, -0.79676], [-4.33686, 1.00042, 1.00440], [1.30293, 1.30816, 3.90277], [3.52328, -0.21980, -2.62027], [-3.50080, -1.06697, -2.06418], [-2.25268, -1.57997, -3.21752], [-1.76784, -2.79314, -0.91352], [2.36745, -2.55527, 0.73928], [1.14960, -0.45449, 4.01606], [-1.25519, -3.99294, 0.78835], [-2.45442, -0.84311, 2.55903], [0.95206, 5.03834, -0.43630], [3.21349, -0.00980, 2.75807], [1.93056, -0.64351, 1.24842], [1.53100, 0.53041, -1.36688], [1.99737, -3.78274, -2.68587], [-0.54912, 5.49434, 1.03935], [1.74300, -1.75461, -2.03354], [2.60561, -2.20101, 2.45896], [-2.74892, 0.94246, -3.28685], [2.41562, 1.23235, 1.78462], [3.94125, 0.77573, -2.59375], [-3.59161, -0.39906, 0.19795], [-1.43632, -2.94127, 0.55266], [0.55469, -2.53683, 1.89160], [-2.78158, -3.14952, -1.11445], [0.30023, 2.39553, 0.09811], [-2.29337, 0.78595, 1.28988], [-3.15887, 2.57027, -0.45213], [-3.21280, 1.52228, -0.75138], [-3.45065, 0.65275, 0.46532], [-0.06375, 0.43082, 2.60162], [2.27029, 0.27417, 2.28440], [4.19454, -1.25822, -3.23838], [0.14018, -2.10231, 2.80343], [2.38108, 4.18124, -1.82433], [-1.07024, 3.09782, 1.45274], [4.17914, -3.34033, -3.75202], [-1.26562, 1.80472, 3.56525], [-4.04052, 1.41254, -1.45626]],
  "mulliken_charge": [0.4386, 0.1456, 0.5376, -0.8741, 0.6304, 0.4208, -0.8959, -0.7039, -0.5584, 0.2774, 6.0246, -0.8077, -0.5321, -0.4896, 0.2539, 0.8550, 0.4649, -0.8839, -0.8594, -0.4319, -0.4020, -0.7482, -0.8286, -0.8091, -0.5556, -0.8583, -0.4326, 0.5621, 0.4385, -0.5984, 0.4254, 0.4430, -0.8451, 0.2887, 0.3976, 0.5015, 0.0106, -0.5212, 0.5230, -0.3393, 0.9306, 0.4407, 0.4884, -0.2114, 0.5568, 0.5188, 0.2306, 0.5015, 0.0453, -0.5877, -0.5083, 0.5809, 0.0134, -0.6563, 0.3236, -0.7207, -0.4606, 0.0124, -0.8232, -0.6657, 0.0426, 0.5818, 0.4468, 0.4317, 0.3114, 0.5126],
  "total_charge": 2,
  "homo_energy_ev": -14.35,
  "gap_ev": 7.833,
  "lumo_energy_ev": -6.5,
  "total_energy_ha": -1679.11511
}

***

(3)
{
  "formula": "C23H33ClN2O5ReS2",
  "method": "ωB97M-V/def2-TZVPD",
  "species": ["H", "C", "C", "H", "H", "C", "H", "C", "H", "C", "H", "C", "O", "H", "C", "C", "H", "H", "Cl", "H", "Re", "C", "N", "C", "H", "C", "H", "S", "S", "C", "C", "H", "O", "C", "C", "H", "H", "C", "C", "H", "H", "O", "H", "H", "H", "C", "H", "O", "H", "H", "H", "H", "C", "H", "H", "N", "C", "C", "C", "H", "H", "H", "C", "H", "H", "H", "O"],
  "coordinates": [[-3.50169, 0.65351, -2.55616], [1.18667, -0.82625, -2.45991], [-3.61376, -0.99264, -3.90501], [-1.20128, -1.51063, 0.85490], [-0.01515, -2.77383, -5.76935], [2.60262, -2.72800, 4.82729], [1.00681, 0.25949, -2.43031], [2.22019, -0.85588, 3.38607], [6.14657, 2.65127, 0.33155], [3.55055, 3.14839, 0.51726], [2.30406, -3.33759, 5.66984], [-0.89394, -1.27480, -3.54053], [0.46531, -1.48361, -3.44428], [-2.66217, 4.68599, -0.19903], [-2.92151, -1.98898, -4.58082], [-0.79118, -3.21053, -5.13950], [-3.26496, -2.65156, -0.01588], [6.10779, 0.93601, 0.55498], [-5.31859, -0.82252, -4.13400], [4.04278, 3.84543, -0.16140], [1.48035, 0.92127, 0.70091], [4.08781, -2.26755, 3.03469], [3.33387, -1.19720, 2.71599], [-2.94997, -0.13406, -3.05202], [1.39747, 3.50168, 0.67615], [0.93269, -1.41093, -1.07790], [1.90256, 2.95477, -0.91502], [1.21197, 0.51161, 2.89909], [-1.76959, 1.33892, 1.09356], [2.09774, 2.83199, 0.15768], [-3.06559, -2.55974, 1.05262], [-1.99943, -1.24787, 2.40883], [-0.48234, 1.01328, 0.24458], [1.83536, -1.63512, 4.46915], [4.30194, 1.85526, 0.60804], [-3.63961, 2.33857, 0.05973], [-0.29487, -3.87894, -4.43477], [-1.55531, -2.14585, -4.41508], [-3.02524, 4.28857, 1.89256], [4.35814, -3.90802, 4.35734], [-2.17468, 2.40932, -0.93663], [0.23509, -2.33972, -0.83206], [-1.24062, 4.16325, 0.66393], [2.24574, -0.95682, -2.69109], [3.60353, 3.59133, 1.51715], [-1.58049, -0.28137, -2.86081], [-1.45595, -3.79802, -5.76836], [1.68316, -0.80630, -0.09322], [-2.58316, -3.47959, 1.37773], [-2.85256, 5.31658, 2.20526], [-3.45968, -2.64976, -5.24725], [-4.10260, 4.14877, 1.79589], [-2.31922, 3.99793, 0.57586], [3.58292, -0.64446, 1.89474], [-1.07973, 0.39102, -2.18036], [5.61237, 1.81242, 0.49375], [3.74832, -3.05468, 4.10196], [-2.16813, -1.35971, 1.33320], [-2.80933, -0.08971, 0.79030], [-3.74730, 0.14435, 1.30430], [-4.01996, -2.47613, 1.57346], [-2.67096, 3.63988, 2.69679], [-2.57608, 2.58813, 0.06225], [4.94718, -2.44916, 2.40621], [-2.99520, -0.13711, -0.28599], [0.93778, -1.37598, 5.01209], [3.63244, 0.80162, 0.80907]],
  "mulliken_spin": [0.0000, 0.0019, 0.0002, 0.0022, 0.0000, 0.0003, 0.0006, -0.0052, -0.0004, 0.0011, 0.0000, -0.0004, -0.0001, 0.0000, -0.0001, -0.0001, 0.0000, 0.0007, 0.0000, -0.0009, 0.9464, 0.0025, 0.0035, -0.0013, -0.0010, 0.0217, 0.0030, 0.0054, 0.0084, -0.0338, 0.0002, -0.0003, 0.0186, 0.0081, 0.0056, 0.0005, 0.0000, 0.0004, 0.0001, 0.0002, -0.0001, 0.0049, -0.0009, 0.0011, 0.0004, -0.0026, 0.0000, 0.0030, 0.0001, 0.0000, 0.0000, 0.0000, -0.0002, -0.0059, 0.0027, 0.0016, 0.0015, 0.0004, 0.0008, 0.0012, 0.0000, -0.0002, 0.0005, 0.0002, -0.0018, 0.0002, 0.0050],
  "total_charge": 2,
  "homo_energy_ev": [-12.43, -12.43],
  "gap_ev": [5.577, 5.595],
  "spin_multiplicity": 2,
  "lumo_energy_ev": [-6.9, -6.8],
  "de_lowest_kcal_mol": 10.3,
  "total_energy_ha": -2716.28184
}

***

(4)
{
  "formula": "C23H33CoN2O4S3",
  "method": "ωB97M-V/def2-TZVPD",
  "species": ["C", "C", "C", "C", "Co", "H", "O", "C", "C", "H", "C", "C", "C", "C", "C", "C", "H", "C", "H", "H", "H", "H", "C", "H", "H", "N", "C", "H", "H", "H", "S", "H", "H", "H", "S", "H", "C", "C", "H", "H", "N", "O", "H", "H", "H", "H", "H", "H", "H", "C", "O", "O", "H", "H", "H", "H", "C", "H", "C", "C", "S", "H", "C", "H", "H", "C"],
  "coordinates": [[2.03314, -0.10481, 2.94160], [-4.01074, 3.45889, 0.84260], [2.15684, 2.29720, 2.56019], [3.94734, -1.63238, 2.87623], [0.31875, -0.06925, 0.29925], [1.58220, 2.78504, 3.35121], [-0.70883, 1.56620, -0.08081], [-2.39567, 2.62162, -1.92233], [-3.06079, 2.45117, 0.74299], [-3.28364, -1.70956, -2.96223], [-3.17510, 1.33396, -2.16779], [-4.33478, 1.04441, 2.19058], [3.98306, -0.83913, -0.92032], [3.95637, 1.16335, 3.79161], [-2.22982, 0.15973, -2.45850], [-5.29997, 2.03651, 2.28887], [4.05825, -1.89646, -1.16089], [1.23532, -2.43611, -5.13300], [-1.90100, 0.18999, -3.49729], [1.33214, -2.81839, 2.28703], [4.77008, -0.58436, -0.20823], [2.23147, -3.26694, 3.74929], [-3.20286, 1.24947, 1.41385], [1.52573, 2.15583, 1.68472], [2.98080, 2.94548, 2.27243], [2.71276, 1.02544, 3.02943], [1.66679, -2.47282, 3.26819], [4.13246, -0.22786, -1.80715], [-1.58017, 2.74643, -2.63771], [3.86438, 2.04606, 4.42352], [-1.49517, -2.32659, -1.49241], [-6.17956, 1.87272, 2.89661], [4.12384, 0.30712, 4.43659], [-2.45038, 0.47751, 1.31951], [0.29937, -0.00318, 2.61241], [4.81106, 1.30558, 3.12999], [-2.80786, -1.20659, -2.11958], [-5.13955, 3.24128, 1.61621], [2.16935, -0.67137, -4.34631], [-1.33153, -4.10921, -3.69221], [2.54247, -1.30608, 3.12665], [-0.83809, -1.50657, -0.39018], [4.46150, -0.80975, 2.38922], [-5.88981, 4.01556, 1.70002], [0.11236, -4.17495, -5.69323], [-3.03615, 3.50422, -1.97929], [-3.52208, -1.15531, -1.29530], [1.88637, -2.48375, -5.99563], [-1.35200, 0.30623, -1.83999], [0.57613, -1.36071, -3.08981], [2.13872, 0.62046, -0.37306], [1.97439, -1.44317, 0.26747], [0.80551, -2.24273, 3.89431], [-3.87282, 4.40521, 0.33186], [3.96988, -2.49175, 2.20683], [-4.46159, 0.10901, 2.71909], [1.40158, -1.41974, -4.20132], [-3.79992, 1.11663, -1.29912], [-0.57659, -3.34597, -3.84316], [0.24429, -3.39145, -4.95975], [-1.61460, 2.77606, -0.26738], [-3.85172, 1.49044, -3.00926], [-0.40517, -2.32239, -2.92178], [4.46282, -1.89539, 3.79992], [0.69168, -0.55282, -2.38141], [2.64879, -0.54729, -0.31384]],
  "mulliken_spin": [-0.0096, -0.0001, 0.0135, -0.0013, 2.7813, 0.0005, 0.0343, 0.0012, 0.0026, 0.0008, 0.0002, 0.0027, 0.0009, -0.0005, 0.0003, 0.0005, 0.0012, 0.0000, 0.0001, -0.0122, 0.0001, 0.0080, -0.0042, -0.0118, 0.0047, -0.0025, 0.0279, 0.0010, 0.0004, -0.0001, 0.0119, 0.0000, 0.0004, 0.0081, 0.8423, 0.0014, 0.0027, 0.0002, 0.0000, 0.0000, 0.0054, 0.0676, -0.0001, 0.0001, 0.0000, 0.0001, 0.0010, 0.0000, 0.0066, 0.0082, 0.1011, 0.0999, -0.0039, 0.0000, 0.0007, -0.0001, 0.0010, 0.0000, -0.0004, 0.0001, 0.0113, 0.0001, -0.0008, 0.0002, 0.0163, -0.0216],
  "total_charge": 2,
  "homo_energy_ev": [-14.47, -14.45],
  "gap_ev": [9.550, 5.128],
  "spin_multiplicity": 5,
  "lumo_energy_ev": [-4.9, -9.3],
  "de_lowest_kcal_mol": 5.6,
  "total_energy_ha": -3883.48312
}